1.
{"formula": "C23H24Cl5N2O5RuSi", "method": "ωB97M-V/def2-TZVPD", "total_charge": 1, "homo_ha": [-0.3902, -0.3897], "lumo_ev": [-4.7523, -4.7812], "elements": ["Ru", "Cl", "C", "C", "C", "Cl", "C", "C", "C", "C", "N", "C", "C", "O", "H", "H", "H", "H", "Cl", "C", "C", "C", "Cl", "C", "O", "C", "Cl", "C", "H", "H", "O", "C", "O", "C", "N", "C", "C", "C", "H", "H", "H", "H", "H", "H", "H", "H", "H", "C", "Si", "C", "C", "O", "H", "H", "H", "H", "H", "H", "H", "H", "H"], "positions_angstrom": [[0.574557, 0.252611, -0.122507], [5.470971, 0.216671, 0.167872], [4.320425, 0.274949, 1.439194], [4.763060, 0.276992, 2.776420], [3.871346, 0.304699, 3.814167], [4.446908, 0.302818, 5.440340], [2.472732, 0.328588, 3.571572], [1.460297, 0.331283, 4.551780], [0.141825, 0.328286, 4.170746], [-0.187601, 0.322247, 2.808206], [0.744919, 0.326401, 1.881574], [2.064359, 0.332600, 2.231098], [2.973592, 0.307328, 1.148758], [2.479647, 0.289463, -0.089845], [5.825393, 0.253939, 2.972843], [1.734888, 0.330271, 5.597572], [-0.651014, 0.326217, 4.903663], [-1.210131, 0.304120, 2.458522], [1.513037, 4.931932, -5.293871], [1.198581, 4.104923, -3.809627], [1.142908, 2.720677, -3.801796], [0.896958, 2.096668, -2.597554], [0.778264, 0.347801, -2.548027], [0.706914, 2.777011, -1.395455], [0.482455, 2.158454, -0.237432], [0.757860, 4.175592, -1.457878], [0.503116, 5.078382, -0.012185], [1.005519, 4.836138, -2.646999], [1.287730, 2.152153, -4.708876], [1.050021, 5.915297, -2.665777], [-2.051376, 1.406526, -1.848291], [-2.299823, 0.765750, -0.828998], [-1.504277, 0.250751, 0.012284], [-3.778999, 0.479543, -0.532311], [-4.547559, 1.214942, -1.601203], [-5.391892, 0.220256, -2.355737], [-5.539523, -0.933949, -1.376730], [-4.166597, -0.992124, -0.709423], [-4.063824, 0.870979, 0.442034], [-3.778883, 1.629234, -2.177165], [-5.108001, 1.967646, -1.211692], [-4.830929, -0.068960, -3.242396], [-6.322271, 0.692336, -2.659066], [-5.805140, -1.858223, -1.884765], [-6.320126, -0.714932, -0.645585], [-3.443488, -1.488491, -1.359340], [-4.168539, -1.515672, 0.242679], [-0.017800, -4.401180, -0.131306], [1.250604, -3.066333, 0.171627], [2.649731, -3.142415, -1.063881], [1.925222, -3.189342, 1.916385], [0.482797, -1.612049, -0.004491], [0.439308, -5.387502, -0.024828], [-0.432960, -4.334767, -1.138328], [-0.840942, -4.337852, 0.582610], [3.224835, -4.062886, -0.939470], [3.333761, -2.300652, -0.934355], [2.277499, -3.118801, -2.089952], [2.318677, -4.192233, 2.098361], [1.148159, -2.999474, 2.660663], [2.742796, -2.484617, 2.086201]], "atomic_forces_ev_per_a": [[0.26, 0.05, 0.02], [-0.02, 0.00, 0.00], [-0.16, 0.01, -0.06], [-0.09, 0.01, 0.14], [0.07, 0.00, -0.07], [0.02, 0.00, 0.01], [0.03, 0.00, -0.02], [-0.13, 0.00, -0.02], [0.14, 0.01, 0.05], [0.12, -0.03, -0.07], [-0.03, 0.06, 0.04], [-0.06, -0.03, 0.00], [0.19, 0.00, 0.13], [-0.23, 0.00, -0.11], [0.00, 0.00, 0.01], [-0.01, 0.00, 0.01], [0.00, 0.00, 0.01], [-0.01, 0.00, -0.02], [-0.01, -0.01, 0.01], [0.01, -0.02, 0.00], [-0.01, 0.00, 0.02], [-0.01, -0.03, -0.03], [0.04, 0.02, -0.08], [-0.06, -0.02, -0.04], [-0.02, 0.04, 0.07], [0.01, 0.01, -0.02], [0.01, 0.00, 0.00], [0.00, -0.02, 0.03], [0.00, 0.00, 0.00], [0.00, 0.00, 0.00], [0.05, 0.07, 0.03], [0.01, -0.12, -0.05], [-0.01, 0.04, 0.02], [0.02, 0.05, -0.01], [-0.10, 0.05, -0.01], [-0.03, 0.01, 0.01], [0.00, 0.00, -0.02], [0.02, -0.02, 0.02], [0.01, -0.01, 0.01], [0.02, -0.01, -0.01], [-0.02, -0.01, 0.00], [0.01, -0.01, 0.01], [0.01, 0.00, -0.01], [0.00, 0.00, 0.00], [0.00, 0.00, 0.00], [0.00, 0.00, 0.00], [0.00, 0.00, 0.00], [0.07, 0.02, 0.02], [-0.03, 0.03, 0.03], [-0.06, -0.02, 0.08], [-0.01, -0.04, -0.08], [-0.03, -0.12, -0.06], [-0.01, -0.01, 0.00], [0.01, 0.02, -0.01], [0.00, 0.01, 0.02], [0.01, 0.00, 0.00], [0.00, 0.01, 0.01], [-0.02, 0.00, -0.01], [0.01, -0.01, 0.02], [-0.02, 0.01, -0.01], [0.01, 0.01, -0.02]]}

---

2.
{"formula": "C6H12O", "method": "ωB97M-V/def2-TZVPD", "homo_ha": -0.3492, "e_above_lowest_kj_mol": 35.2, "smiles": "C[C@H]1CO[C@@H](C)C1", "lumo_ev": 1.1277, "elements": ["C", "C", "C", "O", "C", "C", "C", "H", "H", "H", "H", "H", "H", "H", "H", "H", "H", "H", "H"], "positions_angstrom": [[-2.261604, 0.579102, 0.083942], [-1.090678, -0.328269, 0.451117], [-0.645120, -1.233903, -0.719569], [0.728168, -1.002785, -0.962595], [1.317699, -0.336562, 0.143121], [2.452779, 0.512372, -0.389726], [0.184218, 0.460569, 0.791902], [-3.152113, 0.001792, -0.191609], [-1.988099, 1.211169, -0.771212], [-2.531629, 1.237733, 0.918031], [-1.376893, -0.947874, 1.309330], [-0.817930, -2.293469, -0.487989], [-1.181650, -1.001185, -1.641641], [1.704637, -1.092568, 0.844627], [3.209794, -0.107701, -0.876238], [2.923550, 1.083175, 0.414328], [2.060091, 1.213609, -1.131943], [0.137038, 1.462375, 0.346278], [0.327735, 0.582416, 1.869841]], "atomic_forces_ev_per_a": [[-0.06, 0.05, -0.01], [-0.01, 0.04, 0.02], [-0.23, -0.15, 0.14], [0.00, 0.06, -0.19], [0.09, 0.06, 0.12], [0.07, 0.03, 0.01], [0.05, 0.03, -0.01], [0.14, 0.08, 0.05], [-0.07, -0.10, 0.13], [0.04, -0.11, -0.13], [0.05, 0.04, -0.15], [0.04, 0.08, -0.01], [-0.06, 0.00, 0.01], [-0.03, 0.09, 0.01], [-0.06, 0.05, 0.09], [0.01, -0.06, -0.03], [0.03, -0.05, 0.08], [0.02, -0.12, 0.01], [-0.01, 0.00, -0.15]]}

---

3.
{"formula": "C19H10Cl4FO6S2", "method": "ωB97M-V/def2-TZVPD", "total_charge": -1, "homo_ha": -0.1305, "e_above_lowest_kj_mol": 0.0, "smiles": "O=S(=O)(c1ccccc1)C(F)(Oc1c(Cl)c(Cl)c([O-])c(Cl)c1Cl)S(=O)(=O)c1ccccc1", "lumo_ev": 2.2250, "elements": ["Cl", "C", "C", "Cl", "C", "O", "C", "Cl", "C", "Cl", "C", "O", "F", "C", "S", "C", "C", "C", "C", "C", "C", "O", "O", "S", "C", "C", "C", "C", "C", "C", "O", "O", "H", "H", "H", "H", "H", "H", "H", "H", "H", "H"], "positions_angstrom": [[-3.404367, -2.056237, 0.192690], [-2.600451, -1.870712, 1.705242], [-2.568406, -2.882116, 2.647131], [-3.151857, -4.435811, 2.291145], [-1.932394, -2.679818, 3.974469], [-1.816063, -3.589327, 4.798445], [-1.425479, -1.313443, 4.226894], [-0.648109, -1.033928, 5.705468], [-1.494632, -0.332292, 3.258793], [-0.998476, 1.284178, 3.569413], [-1.925355, -0.677738, 1.970721], [-1.657532, 0.187179, 0.924329], [-1.253358, -0.390067, -1.237091], [-0.661702, -0.121173, -0.034916], [0.465284, -1.545456, 0.428502], [2.088720, -1.502008, -0.318537], [3.142243, -0.976314, 0.427821], [4.418984, -0.959195, -0.124373], [4.638726, -1.474408, -1.402529], [3.575844, -2.022072, -2.129129], [2.291697, -2.057031, -1.580048], [0.776544, -1.282779, 1.825988], [-0.206628, -2.768151, 0.034076], [0.340520, 1.440958, -0.295837], [-0.656810, 2.479853, -1.351182], [-0.186993, 2.773381, -2.634076], [-0.963433, 3.575785, -3.473964], [-2.185913, 4.084713, -3.025992], [-2.643214, 3.779566, -1.740828], [-1.881464, 2.969548, -0.895797], [0.524337, 2.090070, 0.976621], [1.469306, 1.054696, -1.120973], [2.947864, -0.582808, 1.423603], [5.229888, -0.529210, 0.464430], [5.640927, -1.451487, -1.833982], [3.729844, -2.422294, -3.130326], [1.438579, -2.482717, -2.107279], [0.763498, 2.359474, -2.961073], [-0.602117, 3.788334, -4.478470], [-2.788364, 4.712617, -3.683164], [-3.599308, 4.159071, -1.384817], [-2.230379, 2.699169, 0.098604]], "atomic_forces_ev_per_a": [[-0.04, -0.14, -0.19], [0.64, -0.21, 0.89], [0.60, 1.19, 0.95], [-0.40, -0.63, 0.00], [0.20, 0.40, -0.84], [-0.12, -0.17, 0.22], [-0.94, -0.63, -1.24], [0.16, 0.12, 0.83], [-0.02, -1.05, -0.13], [0.21, 0.11, -0.01], [-0.68, -0.03, 0.30], [1.41, 0.51, -2.06], [0.47, 0.04, 0.29], [-1.43, 0.84, 0.67], [0.51, -1.59, 2.38], [0.03, -0.02, -0.64], [-0.14, 0.06, -0.06], [-0.12, -0.08, 0.06], [-0.23, -0.02, -0.04], [-0.15, -0.04, 0.14], [0.06, 0.30, 0.14], [-0.41, -0.03, -1.18], [0.52, 1.24, -0.25], [0.52, 0.66, -0.18], [-0.44, -0.03, -0.16], [-0.29, -0.03, 0.09], [0.04, -0.06, 0.30], [0.14, -0.17, 0.13], [0.19, -0.13, 0.05], [0.08, 0.04, -0.17], [-0.02, -0.43, -0.74], [-0.36, 0.13, 0.46], [0.03, -0.06, -0.28], [-0.13, -0.17, -0.25], [-0.29, -0.01, 0.10], [0.07, 0.06, 0.25], [0.28, 0.07, 0.02], [-0.21, 0.08, 0.07], [-0.13, 0.03, 0.21], [0.15, -0.17, 0.17], [0.20, -0.05, -0.13], [0.05, 0.09, -0.15]]}

---

4.
{"formula": "C6H8AlLiO3", "method": "ωB97M-V/def2-TZVPD", "total_charge": 2, "homo_ha": [-0.6013, -0.6032], "e_above_lowest_kj_mol": 163.7, "lumo_ev": [-10.5355, -10.5782], "elements": ["C", "C", "C", "C", "O", "Li", "H", "H", "H", "H", "H", "O", "O", "C", "C", "H", "H", "H", "Al"], "positions_angstrom": [[-2.114437, 1.096549, 1.411650], [-2.801815, 0.198975, 0.609938], [-2.156802, 0.326206, -0.762492], [-1.663663, -1.070417, -0.520928], [-0.410743, -1.277715, -0.490003], [1.237295, -2.129515, 0.031494], [-1.490341, 0.740457, 2.236617], [-2.175915, 2.175694, 1.261246], [-3.862635, -0.034463, 0.715507], [-2.349929, -1.910875, -0.705310], [-2.842391, 0.385794, -1.628738], [2.178264, -0.515026, -0.181135], [-1.142804, 1.253189, -0.558492], [3.451649, -0.251209, 0.116678], [4.084376, 0.913613, -0.081307], [4.000281, -1.098628, 0.551493], [5.141217, 1.001195, 0.168323], [3.567967, 1.789353, -0.483314], [0.579579, 0.460400, -0.694381]], "atomic_forces_ev_per_a": [[0.89, 0.52, 2.29], [0.07, -0.51, -2.38], [-1.77, -0.54, 0.43], [-2.66, 0.23, -0.49], [2.46, 1.37, 0.33], [0.14, -0.63, 0.12], [-0.90, 0.37, 0.63], [0.55, -0.22, -0.42], [0.44, -1.14, 0.46], [0.34, 0.31, 0.37], [0.79, 0.58, -0.07], [-5.30, 1.11, -1.30], [3.64, -0.27, -1.64], [3.44, 1.85, 0.32], [-0.61, -1.06, 0.23], [-0.43, 0.17, -0.24], [-0.37, 0.05, -0.05], [0.14, -0.13, 0.00], [-0.86, -2.05, 1.40]]}

---

| no. | strongest force on any atom (eV/Å) |
| --- | --- |
| 1 | 0.263 |
| 2 | 0.311 |
| 3 | 2.913 |
| 4 | 5.566 |